[1]
Entry from the Open Molecules 2025 dataset: a structure of composition C12H40AsF6O8 (ωB97M-V/def2-TZVPD).

Each line ends with the Mulliken charge.
CARTESIAN COORDINATES (ANGSTROEM)
As 0.7673 -1.4181 1.1457  0.980
F 2.3241 -0.6774 1.3939  -0.466
F -0.0432 0.1021 1.4581  -0.567
F -0.8807 -2.2189 0.9915  -0.457
F 1.5447 -3.0231 1.0166  -0.590
F 0.5559 -1.8745 2.8828  -0.480
F 0.7960 -1.1116 -0.6262  -0.591
O -2.1955 -3.3468 3.7994  -0.637
H -1.3534 -3.3005 3.3466  0.305
H -2.5603 -2.4655 3.7183  0.353
O -1.8497 -5.5903 1.7432  -0.707
H -1.4525 -4.7248 1.6459  0.325
H -2.4561 -5.4948 2.4776  0.334
O 3.0287 -4.2502 -0.7980  -0.649
H 3.1766 -3.5241 -1.4038  0.285
H 2.4496 -3.8888 -0.1270  0.532
O -3.3102 -0.5526 3.1518  -0.642
H -2.6158 -0.5260 2.4934  0.259
H -3.0815 0.1415 3.7699  0.335
C -3.4981 2.8391 2.5297  -1.318
C -2.0718 3.1524 2.0877  1.174
C -1.6258 4.5976 2.3554  -1.556
O -1.0988 2.2756 2.6321  -0.325
H -4.0811 3.7252 2.2787  0.448
H -3.5336 2.6530 3.6031  0.225
H -3.8325 1.8846 2.1232  0.224
H -2.1866 3.1549 1.0038  0.072
H -0.6288 4.7626 1.9469  0.343
H -1.5649 4.6075 3.4437  0.305
H -2.2659 5.4047 1.9990  0.427
H -0.8966 1.5222 2.0726  0.238
C 6.6754 -0.2630 0.8262  -1.417
C 6.3629 1.0042 -0.0026  0.385
C 5.0203 1.6753 0.1287  -1.038
O 7.3203 1.9504 0.2046  -0.460
H 6.5194 -0.1500 1.8991  0.318
H 7.7241 -0.5597 0.8145  0.391
H 6.1492 -1.1454 0.4619  0.371
H 6.4586 0.7052 -1.0465  0.207
H 4.8293 2.2331 -0.7881  0.246
H 4.9640 2.2865 1.0295  0.364
H 4.3076 0.8674 0.2942  0.188
H 7.7697 2.1035 -0.6297  0.313
C -0.8925 1.4266 -2.1672  -0.975
C 0.0861 1.2932 -3.3576  0.585
C 1.1847 2.4303 -3.5009  -1.317
O 0.7715 0.1154 -3.0891  -0.339
H -1.5224 2.3131 -2.0945  0.520
H -0.3238 1.4114 -1.2375  0.304
H -1.5870 0.5952 -2.0468  -0.203
H -0.4455 1.2220 -4.3065  0.314
H 0.8520 3.4664 -3.4394  0.364
H 1.7094 2.2895 -4.4458  0.338
H 1.9362 2.4154 -2.7115  0.167
H 0.9704 0.0342 -2.1535  0.277
C -3.8884 -1.6409 -1.2374  -1.072
C -3.6277 -1.6335 -2.6960  0.722
C -2.5300 -2.5601 -3.0958  -1.370
O -4.8480 -1.8404 -3.3360  -0.539
H -4.6839 -0.9127 -1.0791  0.352
H -3.0067 -1.3725 -0.6554  0.025
H -4.2618 -2.5866 -0.8447  0.392
H -3.3010 -0.6363 -2.9909  0.013
H -1.5445 -2.3321 -2.6896  0.327
H -2.4206 -2.3983 -4.1682  0.334
H -2.9009 -3.5646 -2.8920  0.399
H -5.3859 -1.0774 -3.1120  0.333

Properties
Gap between HOMO and LUMO (spin up / spin down) in eV: 2.0 / 9.3
Charge: -2
HOMO energy (spin up / spin down) in eV: 2.36 / -5.16
⟨S²⟩: 0.75
2S+1: 2


[2]
Entry from the Open Molecules 2025 dataset: a structure of composition C12H40KNO11 (ωB97M-V/def2-TZVPD).

Each line ends with the Mulliken charge.
CARTESIAN COORDINATES (ANGSTROEM)
K -18.5469 20.9264 -4.4584  0.991
N -14.2184 20.3171 -0.8233  0.988
O -14.5734 20.4618 0.3036  -0.655
O -13.0245 20.1250 -1.0732  -0.616
O -14.9910 20.4680 -1.7598  -0.708
O -18.6047 22.7455 0.8993  -0.639
H -18.6776 21.8131 1.1028  0.326
H -18.0448 23.0989 1.5905  0.313
O -13.2792 23.8138 -3.6839  -0.632
H -14.0682 24.3393 -3.8166  0.292
H -13.5965 22.9984 -3.2955  0.339
O -11.6124 19.2542 -5.6521  -0.654
H -11.5416 19.4144 -4.7111  0.330
H -12.1186 18.4446 -5.7203  0.318
O -17.9083 20.1451 3.7678  -0.639
H -17.1461 20.2827 3.2053  0.316
H -17.7677 20.7325 4.5104  0.320
C -7.1113 18.4969 0.3794  -1.194
C -6.9267 19.4521 -0.7055  0.309
C -6.9868 18.8218 -2.1365  -1.090
O -8.0004 20.3927 -0.6793  -0.532
H -6.3642 17.7042 0.4184  0.346
H -8.0444 17.9578 0.2156  0.275
H -7.1545 18.9844 1.3534  0.330
H -6.0956 20.1001 -0.4273  0.282
H -6.1674 18.1043 -2.1800  0.350
H -6.8827 19.6226 -2.8686  0.319
H -7.9980 18.4813 -2.3590  0.280
H -8.8288 19.9108 -0.7357  0.326
C -13.1876 13.6182 -4.1629  -1.260
C -13.9929 14.7597 -4.8242  0.527
C -14.5207 15.7484 -3.7874  -1.338
O -13.1762 15.5284 -5.7027  -0.508
H -13.8267 13.0651 -3.4746  0.352
H -12.3107 13.9766 -3.6238  0.324
H -12.9066 13.0093 -5.0222  0.320
H -14.7601 14.1850 -5.3431  0.239
H -13.7609 16.1828 -3.1377  0.380
H -15.0841 15.1996 -3.0328  0.397
H -15.2413 16.4287 -4.2415  0.269
H -13.1725 15.1276 -6.5750  0.306
C -11.9400 22.6744 3.6044  -1.365
C -12.9153 23.7920 3.9346  0.391
C -12.3702 25.1693 3.3668  -1.153
O -14.1466 23.7010 3.1797  -0.544
H -12.3238 21.7866 4.1071  0.362
H -11.0307 22.8613 4.1757  0.381
H -11.7540 22.5272 2.5405  0.421
H -13.1598 23.8379 4.9958  0.239
H -13.1508 25.9282 3.4190  0.348
H -12.1531 25.1693 2.2987  0.261
H -11.5071 25.2455 4.0282  0.354
H -14.0006 22.9640 2.5821  0.304
C -12.6215 15.8688 1.9103  -1.344
C -13.9143 15.6913 2.7399  0.377
C -13.6831 16.4290 4.0828  -1.226
O -15.0095 16.1872 2.0801  -0.528
H -11.8795 15.1122 2.1657  0.379
H -12.1979 16.8724 1.9469  0.354
H -12.8798 15.7318 0.8602  0.336
H -14.0738 14.6151 2.8072  0.311
H -13.0796 17.3366 4.0886  0.302
H -13.0048 15.9214 4.7686  0.393
H -14.6545 16.3657 4.5730  0.326
H -14.7294 17.0503 1.7668  0.320

Properties
Gap between HOMO and LUMO in eV: 4.8
HOMO energy in eV: -7.13
2S+1: 1


[3]
Entry from the Open Molecules 2025 dataset: a cluster of 8 separate species, C12H40N2O8 in total (ωB97M-V/def2-TZVPD).

Each line ends with the Mulliken charge.
CARTESIAN COORDINATES (ANGSTROEM)
C -1.5666 -2.2660 0.8176  -0.343
O -2.7546 -1.7460 1.3616  -0.645
H -0.6926 -1.5880 0.9126  0.038
H -1.8296 -2.5210 -0.2314  0.292
H -1.2026 -3.2300 1.2226  0.274
H -3.0746 -1.1530 0.6886  0.382
C 3.8524 1.8730 -0.9274  -0.726
O 4.4354 1.3850 0.2716  -0.554
H 3.0114 1.2390 -1.3014  0.223
H 4.5844 2.0470 -1.7404  0.390
H 3.4204 2.8150 -0.7714  0.309
H 4.8954 0.5570 0.0806  0.316
C -1.4176 -1.7130 -2.8804  -1.043
O -0.4656 -0.7850 -2.5354  -0.415
H -2.2536 -1.4700 -2.3194  0.380
H -1.0906 -2.6720 -2.5284  0.269
H -1.6586 -1.7920 -3.8854  0.419
H -0.3246 -0.1780 -3.2804  0.438
C 0.4204 0.8730 -0.2704  0.033
O 0.6404 1.1510 1.0616  -0.650
H 1.2294 0.2030 -0.5204  0.309
H 0.3604 1.7880 -0.8834  0.346
H -0.4256 0.2190 -0.3994  -0.392
H 1.3564 0.5790 1.3796  0.346
C -3.0256 1.3930 0.2116  -0.516
O -2.9106 0.3210 -0.6694  -0.585
H -4.0596 1.6080 0.3366  0.357
H -2.6486 2.3710 -0.0764  0.286
H -2.6766 1.1320 1.1986  0.103
H -2.0306 0.3070 -0.9784  0.165
C 2.4824 -1.3870 1.3836  0.440
O 3.1904 -1.6040 0.2386  -0.727
N 1.7354 -2.2790 1.9366  -0.156
N 2.5854 -0.2790 2.0766  -0.314
H 1.7664 -3.2330 1.5686  0.246
H 1.0774 -2.0900 2.6496  -0.084
H 3.0774 0.4820 1.6946  0.372
H 2.5264 -0.3070 3.0556  0.203
C -0.5246 -2.6320 4.2576  -1.155
C -1.3196 -1.3360 4.4726  0.300
C -0.6266 -0.2490 3.6896  -0.537
O -2.5116 -1.3750 4.0746  -0.597
H -1.0106 -3.4740 4.7276  0.364
H 0.5244 -2.5730 4.5966  0.446
H -0.5186 -2.8840 3.2276  0.071
H -1.1916 -1.0690 5.5086  0.455
H -1.2046 0.6950 3.9186  0.323
H -0.7486 -0.3440 2.6356  -0.174
H 0.3914 -0.1710 4.0356  0.248
H -2.5506 -1.5620 3.1186  0.470
C -0.6776 3.1230 -3.2554  -0.963
C -0.0986 2.1220 -4.2804  0.459
C 1.3024 1.7100 -3.8464  -1.308
O -0.6626 1.0530 -4.5184  -0.527
H -1.3156 3.8220 -3.8154  0.399
H 0.1784 3.6850 -2.7704  0.267
H -1.3216 2.5300 -2.6414  0.041
H -0.0106 2.6940 -5.1834  0.467
H 1.9414 2.5890 -3.8304  0.479
H 1.7224 0.9820 -4.4964  0.400
H 1.2884 1.3410 -2.8594  -0.075
H -1.5946 1.2760 -4.7164  0.358

Properties
Structure (SMILES): NC(N)=O.CC(C)O.CC(C)O.CO.CO.CO.CO.CO
Gap between HOMO and LUMO in eV: 9.8
HOMO energy in eV: -9.39
2S+1: 1